# 1
Molecular formula: C3H12N2O2
Method: DFT, the ωB97M-V functional and the def2-TZVPD basis

**SMILES string**: [H]/N=C\NCC.O.O
**Relative energy (zero: lowest compared OMol25 entry of this formula, charge and spin)**: 44.69 kcal/mol

Last column: Mulliken charge in e.
CARTESIAN COORDINATES (ANGSTROEM)
1 O -0.0450 -2.8515 0.3909  -0.6463
2 O 0.1996 1.2958 2.6705  -0.6597
3 N 2.2114 -0.0479 -0.0230  -0.6368
4 N 0.4715 0.7861 -1.4183  -0.2675
5 C 1.2551 -0.1632 -0.8675  -0.0504
6 C -0.9689 0.5356 -1.4505  -0.5438
7 C -1.5688 0.7188 -0.0609  -0.6665
8 H 0.8798 0.8284 2.1656  0.3236
9 H -1.4779 1.1897 -2.1651  0.3192
10 H -1.7262 1.7522 0.2441  0.3119
11 H 0.2568 -2.2101 1.0435  0.3092
12 H 0.7714 1.7461 -1.3554  0.2402
13 H 3.0552 0.4815 -0.1992  0.2126
14 H 0.7079 -3.4502 0.3041  0.3277
15 H -0.3429 0.6059 3.0628  0.3122
16 H -2.5303 0.2004 -0.0283  0.3443
17 H -0.8959 0.2123 0.6317  0.0346
18 H 0.8615 -1.1446 -1.1455  0.4461
19 H -1.1143 -0.4852 -1.7995  0.2894


# 2
Molecular formula: C6H39NO12
Method: DFT, the ωB97M-V functional and the def2-TZVPD basis

**Relative energy (zero: lowest compared OMol25 entry of this formula, charge and spin)**: 89.18 kcal/mol

Last column: Mulliken charge in e.
CARTESIAN COORDINATES (ANGSTROEM)
1 O -0.0442 0.3254 -2.0848  -0.6109
2 O 1.9334 -0.2615 -3.9662  -0.6223
3 O -3.4013 4.0409 -0.7107  -0.6924
4 O 2.8048 1.5339 -0.6415  -0.7205
5 O 0.8845 2.9649 -1.8362  -0.6617
6 O 0.7214 2.3101 2.8643  -0.5698
7 O 3.2584 -2.8130 0.5767  -0.6085
8 O 2.3618 -0.9417 -1.1680  -0.8282
9 O 1.4903 -0.3479 1.4412  -0.4432
10 O 3.2366 2.9480 1.8819  -0.7320
11 O -1.7912 1.9070 -0.8877  -0.5961
12 O -0.7623 4.3070 -0.2791  -0.7005
13 N -1.7691 -3.3876 0.3103  -0.4061
14 C -2.0491 -1.9842 0.6284  1.1301
15 C 0.2627 -2.7813 -1.1420  -0.2952
16 C -0.3536 -3.8394 -0.2215  -1.0469
17 C -3.5396 -2.0185 0.9837  -1.6026
18 C -1.4888 -0.0886 2.1358  -1.4055
19 C -1.2305 -1.5933 1.9553  0.2125
20 H -1.7272 4.2948 -0.5396  0.4328
21 H 0.5513 3.0349 3.5184  0.2813
22 H 0.4342 3.8008 -1.9750  0.2813
23 H -0.4814 -4.8011 -0.6565  0.4796
24 H 2.2481 -0.0964 0.8567  0.4130
25 H -3.3735 3.4429 -1.4477  0.3289
26 H -1.1827 0.4449 1.3351  0.3836
27 H 3.7235 3.5937 1.3076  0.3420
28 H -0.1488 -1.7262 1.7478  -0.2475
29 H 4.0034 -2.8754 1.1592  0.2948
30 H 0.5284 -1.8514 -0.6049  0.1622
31 H 2.8573 2.3909 1.1921  0.3039
32 H 1.1759 -2.9409 -1.8036  0.3952
33 H 2.4792 -1.5744 -0.4732  0.0931
34 H -4.2017 -2.4343 0.1101  0.3374
35 H -1.5560 -2.1474 2.8228  0.3727
36 H -0.8058 0.1734 2.9328  0.3499
37 H 2.5455 -2.6570 1.1704  0.2924
38 H 1.2362 -0.2535 -3.3340  0.4668
39 H -0.6655 3.8713 0.6030  0.2588
40 H 0.5845 0.4016 -1.4172  0.1613
41 H 1.4903 2.6729 2.4186  0.3420
42 H -3.9510 -1.0836 1.1902  0.4628
43 H -2.4917 0.2839 2.4219  0.4148
44 H -2.4053 -3.8564 -0.3645  0.3476
45 H -0.8166 -0.1952 -1.9400  0.1785
46 H 1.8795 1.8670 -0.7989  0.4925
47 H 0.2552 -3.8601 0.6709  0.2139
48 H -0.9265 2.2773 -1.1174  0.4291
49 H -1.6459 1.1312 -0.3914  0.1684
50 H 1.7571 -0.8377 -4.6714  0.2925
51 H 0.7117 2.4998 -2.6782  0.2567
52 H 2.9989 0.6083 -0.9568  0.3753
53 H -0.3801 -2.5805 -2.0237  0.3787
54 H -3.7749 3.5936 0.1056  0.3325
55 H 2.7192 -1.3887 -1.9566  0.3507
56 H -3.8422 -2.5548 1.8624  0.3568
57 H -1.8469 -1.2678 -0.2307  -0.5770
58 H 1.5200 0.3192 2.1156  0.2000


# 3
Molecular formula: C20H33N4O5S
Method: DFT, the ωB97M-V functional and the def2-TZVPD basis

**Total charge**: +1

Last column: Mulliken charge in e.
CARTESIAN COORDINATES (ANGSTROEM)
1 S -5.7085 4.5640 0.9713  0.4693
2 O 4.5679 -2.2773 2.5615  -0.5178
3 O -4.6721 5.3461 0.2206  -0.6191
4 O -3.0491 0.6702 0.5763  -0.3495
5 O -5.3349 0.3257 -0.3944  -0.4688
6 O 6.4225 -0.7606 0.1041  -0.5822
7 N 1.9519 -4.1254 -2.0477  -0.2508
8 N 4.2563 -1.9159 0.1412  -0.0072
9 N 0.9280 -1.7887 -1.3606  -0.1700
10 N 2.1811 -3.0332 0.2412  -0.2596
11 C 1.9390 -0.7807 -0.7747  0.7698
12 C 5.1250 -0.6718 0.4213  0.5051
13 C -2.5428 1.3330 -0.6369  -0.5400
14 C 4.6127 -2.8394 1.3257  0.7380
15 C -5.3583 2.8083 0.7119  -0.9087
16 C 1.3529 2.3233 -1.3927  -0.2731
17 C -1.1375 2.1114 -0.2157  -0.4770
18 C -0.2491 -1.6610 -0.3719  0.1299
19 C 2.7016 -0.0147 -2.0056  -0.6748
20 C -0.2761 2.6267 -1.5429  -0.8192
21 C 1.8193 1.2851 -2.5810  -0.8239
22 C -1.0150 -1.8629 0.8144  -0.4317
23 C -4.2623 -0.1268 0.3061  0.5627
24 C 5.0055 -4.4240 1.1893  -0.9959
25 C 2.7880 -1.6185 0.3463  -0.2868
26 C 1.6783 -3.0917 -1.1842  0.2007
27 C 4.5556 0.7440 1.0232  -0.3562
28 C -4.6020 -2.8853 0.0406  -0.5748
29 C -4.4163 -1.6723 0.9150  -0.3654
30 C -5.2496 4.5946 2.7218  -0.8831
31 H -4.3483 -1.9028 2.0837  0.4031
32 H -5.5416 2.5704 -0.3392  0.4071
33 H -5.9151 3.9357 3.2847  0.3262
34 H 3.6753 1.1502 0.3353  -0.0870
35 H -4.2125 4.2725 2.8423  0.2514
36 H -1.4023 3.0967 0.3984  0.2965
37 H -6.0202 2.2054 1.3379  0.4426
38 H -4.1037 -2.9436 -1.0420  0.2184
39 H 1.4572 -4.2860 -2.9732  0.3260
40 H 3.7568 0.4216 -1.7486  0.2660
41 H 1.2028 -0.1429 -0.0841  -0.3640
42 H -5.2512 -3.8115 0.3947  0.2713
43 H 1.5296 -3.3081 1.0085  0.3520
44 H -0.4929 1.3961 0.4588  0.2630
45 H -1.7288 -1.7094 1.7563  0.3180
46 H 5.4361 1.5367 0.8985  0.3086
47 H 5.6544 -4.7018 0.2559  0.2843
48 H 0.9598 0.9624 -3.3117  0.3706
49 H -4.3140 2.5940 0.9531  0.1471
50 H -2.2535 0.5958 -1.5096  0.3899
51 H -0.4339 3.7957 -1.6702  0.3396
52 H 2.7717 -0.7606 -2.9324  0.2231
53 H 2.5986 1.8912 -3.2522  0.3299
54 H -5.3570 5.6173 3.0894  0.3396
55 H 2.7423 -4.7833 -1.8238  0.3211
56 H 3.9752 -5.0181 1.1038  0.2098
57 H 5.5007 -4.8344 2.1948  0.3311
58 H 1.6341 1.9849 -0.3065  0.1478
59 H 1.8725 3.3874 -1.5424  0.4766
60 H 4.2389 0.5688 2.1363  0.2705
61 H 2.4023 -1.2449 1.3863  0.4049
62 H -3.3168 2.1591 -1.0031  0.3360
63 H -0.7284 2.1236 -2.5037  0.3392


# 4
Molecular formula: C5H6N2
Method: DFT, the ωB97M-V functional and the def2-TZVPD basis

**SMILES string**: NN=C1C=CC=C1
**Relative energy (zero: lowest compared OMol25 entry of this formula, charge and spin)**: 83.07 kcal/mol

Last column: Mulliken charge in e.
CARTESIAN COORDINATES (ANGSTROEM)
1 N 1.4713 -0.7949 -0.2909  -0.4610
2 N 2.4734 0.1763 0.1097  -0.3464
3 C 0.2790 -0.4038 -0.3566  0.9394
4 C -1.5210 0.8695 -0.0922  -0.5908
5 C -0.7771 -1.2325 -0.1354  -0.4365
6 C -0.1579 0.9749 -0.3790  -0.5917
7 C -1.8555 -0.4752 0.1673  -0.3645
8 H 0.5140 1.8936 -0.0780  0.2060
9 H 2.0744 0.9198 0.6102  0.2048
10 H -0.8764 -2.3641 -0.0954  0.3089
11 H -2.1810 1.6356 -0.0945  0.5342
12 H -2.8375 -0.9568 0.3693  0.3472
13 H 3.3942 -0.2424 0.2654  0.2504


| no. | orbital gap (Ha) | E_tot (Eh) | F_max (Eh/bohr) |
| --- | --- | --- | --- |
| 1 | 0.3380 | -381.4437 | 0.0395 |
| 2 | 0.3302 | -1209.5522 | 0.0732 |
| 3 | 0.1717 | -1774.3543 | 0.1814 |
| 4 | 0.2937 | -303.5037 | 0.1207 |